Record 1
Molecular formula: C15H22O5
Method: DFT, wB97M-V/def2-TZVPD

Properties
**Structure (SMILES)**: CC(C)(O)CCC[C@](C)(O)c1ccc(C(=O)O)cc1O
**Maximum force**: 0.710 eV/Å
**HOMO level**: -0.319 Ha
**Kohn-Sham gap**: 9.2 eV
**Total energy**: -961.021608 hartree

Positions of all 42 atoms, in Å:
C -4.13 -1.63 1.32
C -3.74 -1.55 -0.17
C -2.71 -2.64 -0.50
O -4.90 -1.73 -0.97
C -3.23 -0.15 -0.55
C -2.03 0.35 0.24
C -1.58 1.71 -0.29
C -0.33 2.30 0.41
C -0.67 2.73 1.84
O 0.08 3.47 -0.31
C 0.81 1.29 0.33
C 1.13 0.48 1.41
C 2.09 -0.50 1.32
C 2.76 -0.70 0.12
C 3.79 -1.75 -0.04
O 4.41 -1.97 -1.05
O 4.00 -2.46 1.08
C 2.46 0.10 -0.97
C 1.50 1.10 -0.88
O 1.28 1.84 -1.98
H -4.82 -0.83 1.56
H -4.61 -2.58 1.52
H -3.25 -1.55 1.95
H -1.81 -2.51 0.09
H -2.46 -2.60 -1.55
H -3.13 -3.62 -0.28
H -5.25 -2.61 -0.82
H -4.07 0.54 -0.43
H -2.98 -0.18 -1.61
H -2.30 0.44 1.29
H -1.20 -0.35 0.16
H -2.40 2.43 -0.20
H -1.35 1.61 -1.36
H -1.08 1.91 2.42
H 0.23 3.10 2.34
H -1.40 3.53 1.81
H -0.62 4.14 -0.24
H 0.61 0.61 2.35
H 2.32 -1.12 2.18
H 4.69 -3.13 0.92
H 2.98 -0.04 -1.90
H 0.77 2.63 -1.72

Record 2
Molecular formula: C21H42N3O2RuSbSe
Method: DFT, wB97M-V/def2-TZVPD

Properties
**Multiplicity**: 2
**Maximum force**: 4.372 eV/Å
**HOMO level (spin up / spin down)**: -0.346 / -0.344 Ha
**Kohn-Sham gap (spin up / spin down)**: 6.1 / 5.9 eV
**Total energy**: -3876.403945 hartree
**Net charge**: +1
**Expectation value of S²**: 0.76

Positions of all 71 atoms, in Å:
Ru -1.29 0.24 -0.44
N -2.87 -1.09 0.77
C -3.12 -2.41 0.19
C -1.84 -2.95 -0.43
N -1.23 -2.00 -1.36
C -1.70 -2.03 -2.75
C -2.96 -1.22 -2.93
N -2.75 0.11 -2.36
H -3.73 -0.56 0.91
H -2.44 -1.18 1.68
H -3.46 -3.14 0.94
H -3.91 -2.33 -0.55
H -1.12 -3.13 0.37
H -2.04 -3.92 -0.91
H -0.23 -2.19 -1.39
H -0.92 -1.57 -3.36
H -1.85 -3.05 -3.10
H -3.20 -1.19 -4.00
H -3.81 -1.69 -2.43
H -2.18 0.69 -2.98
H -3.62 0.60 -2.21
Se 0.21 1.60 -1.72
C 1.54 1.79 -3.09
C 1.92 0.74 -3.93
C 2.84 0.97 -4.93
C 3.39 2.23 -5.11
C 3.01 3.27 -4.27
C 2.09 3.06 -3.25
H 1.49 -0.24 -3.79
H 3.13 0.16 -5.59
H 4.11 2.41 -5.89
H 3.43 4.26 -4.40
H 1.78 3.86 -2.60
C 1.61 1.00 4.28
C 0.70 1.41 3.12
C -0.66 1.84 3.66
Sb 0.51 -0.17 1.62
C 2.42 0.02 0.60
C 2.54 -1.03 -0.51
C 3.63 0.01 1.53
C 0.81 -1.89 2.92
C 1.28 -3.14 2.19
C -0.45 -2.14 3.73
H 1.79 1.88 4.91
H 2.58 0.63 3.95
H 1.14 0.25 4.91
H 1.15 2.23 2.56
H -1.12 1.04 4.25
H -1.35 2.12 2.87
H -0.54 2.70 4.32
H 2.33 1.00 0.13
H 2.64 -2.04 -0.12
H 3.43 -0.82 -1.12
H 1.68 -0.99 -1.18
H 3.68 -0.91 2.13
H 3.62 0.86 2.20
H 4.55 0.07 0.94
H 1.61 -1.55 3.58
H 0.54 -3.48 1.46
H 1.41 -3.95 2.91
H 2.23 -2.99 1.69
H -1.25 -2.54 3.10
H -0.82 -1.24 4.22
H -0.26 -2.88 4.51
C -3.05 4.21 -0.23
O -2.80 2.96 -0.92
C -2.51 1.93 -0.16
O -2.48 1.96 1.05
H -3.33 4.91 -1.01
H -2.14 4.53 0.27
H -3.85 4.08 0.50

Record 3
Molecular formula: C5H6NO2
Method: DFT, wB97M-V/def2-TZVPD

Properties
**Maximum force**: 7.736 eV/Å
**HOMO level**: -0.091 Ha
**Kohn-Sham gap**: 6.4 eV
**Total energy**: -399.293520 hartree
**Net charge**: -1

Positions of all 14 atoms, in Å:
C 0.92 1.39 -0.13
C 3.80 -0.44 0.01
C 1.57 0.41 0.64
C 0.53 -0.18 -0.33
C -0.87 -0.63 0.18
N 0.71 2.53 -0.48
O 4.50 -0.08 0.83
O 3.45 -1.07 -0.91
H 1.69 0.30 1.67
H 0.80 -0.50 -1.32
H -1.25 0.14 0.79
H -0.94 -1.67 0.58
H -1.65 -0.51 -0.66
H 0.14 2.40 -1.39

Record 4
Molecular formula: C4H8NO2P2
Method: DFT, wB97M-V/def2-TZVPD

Properties
**Maximum force**: 5.471 eV/Å
**HOMO level**: -0.535 Ha
**Kohn-Sham gap**: 9.6 eV
**Total energy**: -1044.767760 hartree
**Net charge**: +1

Positions of all 17 atoms, in Å:
C 1.94 0.51 -0.24
C 1.96 -1.03 0.03
C 0.52 -1.22 0.54
C -2.26 1.25 -0.42
N -0.28 -0.10 0.12
O 2.86 1.25 -0.33
O 0.70 1.05 -0.16
P -1.62 0.61 1.21
P -1.20 -0.08 -1.51
H 2.27 -1.52 -0.91
H 2.64 -1.03 0.76
H 0.25 -2.23 0.09
H 0.40 -1.11 1.56
H -3.39 0.97 -0.57
H -1.93 2.33 -0.80
H -0.77 1.63 1.68
H -2.11 -1.28 -1.04

Record 5
Molecular formula: C18H20N4O3
Method: DFT, wB97M-V/def2-TZVPD

Properties
**Structure (SMILES)**: CN(Cc1ccon1)Cc1cn(C)nc1-c1ccc2c(c1)OCCO2
**Maximum force**: 1.202 eV/Å
**HOMO level**: -0.283 Ha
**Kohn-Sham gap**: 8.5 eV
**Total energy**: -1142.573183 hartree

Positions of all 45 atoms, in Å:
C -2.89 -0.30 1.43
N -2.91 -0.22 -0.02
C -3.72 0.87 -0.52
C -3.16 2.23 -0.22
C -3.35 3.02 0.95
C -2.57 4.11 0.73
O -1.97 4.00 -0.46
N -2.34 2.83 -1.03
C -1.56 -0.23 -0.57
C -0.98 -1.61 -0.48
C -1.68 -2.79 -0.57
N -0.80 -3.80 -0.38
C -1.06 -5.21 -0.40
N 0.43 -3.34 -0.18
C 0.35 -2.01 -0.24
C 1.54 -1.19 -0.05
C 2.57 -1.65 0.79
C 3.69 -0.89 1.00
C 3.84 0.35 0.38
C 2.84 0.79 -0.49
C 1.70 0.03 -0.70
O 2.96 1.97 -1.19
C 4.27 2.49 -1.18
C 4.86 2.43 0.23
O 4.96 1.09 0.65
H -2.35 -1.21 1.72
H -2.39 0.56 1.91
H -3.91 -0.37 1.80
H -4.72 0.78 -0.08
H -3.80 0.76 -1.60
H -3.97 2.80 1.79
H -2.37 5.00 1.30
H -0.90 0.48 -0.05
H -1.62 0.08 -1.62
H -2.72 -2.97 -0.74
H -1.79 -5.47 0.37
H -0.12 -5.72 -0.19
H -1.44 -5.52 -1.37
H 2.45 -2.61 1.27
H 4.48 -1.22 1.66
H 0.97 0.39 -1.39
H 4.20 3.52 -1.54
H 4.91 1.90 -1.86
H 5.87 2.84 0.25
H 4.21 2.99 0.91

Record 6
Molecular formula: C24H68N4O8
Method: DFT, wB97M-V/def2-TZVPD

Properties
**Structure (SMILES)**: COC[C@H](C)N.COC[C@H](C)N.COC[C@H](C)N.COC[C@H](C)N.CCO.CCO.CCO.CCO
**Maximum force**: 1.923 eV/Å
**HOMO level**: -0.327 Ha
**Kohn-Sham gap**: 9.4 eV
**Total energy**: -1776.009779 hartree

Positions of all 104 atoms, in Å:
C 3.45 1.96 -1.45
O 2.98 1.09 -2.42
C 3.44 -0.20 -2.09
C 2.80 -1.21 -3.06
C 3.10 -2.68 -2.74
N 3.29 -0.96 -4.45
H 4.56 1.89 -1.37
H 2.96 1.81 -0.46
H 3.21 2.95 -1.83
H 4.53 -0.24 -2.13
H 3.13 -0.30 -1.06
H 1.71 -1.12 -3.03
H 2.78 -3.03 -1.75
H 4.13 -2.97 -2.87
H 2.52 -3.23 -3.46
H 3.12 0.00 -4.74
H 4.29 -1.18 -4.51
C 4.05 4.02 3.15
O 3.06 3.05 3.53
C 1.79 3.54 3.24
C 0.79 2.46 3.50
C 0.95 1.40 2.41
N -0.51 3.01 3.47
H 5.06 3.65 3.36
H 3.86 4.90 3.79
H 3.92 4.31 2.11
H 1.63 4.52 3.77
H 1.80 3.78 2.16
H 1.10 1.99 4.45
H 1.99 1.12 2.28
H 0.54 1.87 1.50
H 0.30 0.53 2.58
H -1.24 2.34 3.70
H -0.62 3.82 4.06
C -3.22 0.38 2.05
O -2.38 0.22 3.16
C -1.97 -1.14 3.52
C -0.95 -1.00 4.71
C -0.57 -2.40 5.13
N -1.76 -0.36 5.77
H -2.69 0.18 1.12
H -3.47 1.44 2.04
H -4.13 -0.23 2.12
H -2.88 -1.63 3.94
H -1.58 -1.69 2.63
H -0.05 -0.39 4.42
H 0.00 -2.97 4.40
H -1.41 -2.91 5.59
H 0.15 -2.28 5.95
H -2.23 0.44 5.35
H -1.21 0.12 6.48
C -2.11 -0.64 -5.39
O -3.26 -0.11 -4.76
C -2.81 0.80 -3.81
C -4.00 1.17 -2.95
C -3.79 2.40 -2.13
N -4.53 0.08 -2.09
H -1.57 0.19 -5.89
H -2.40 -1.36 -6.15
H -1.47 -1.08 -4.60
H -2.02 0.37 -3.17
H -2.44 1.71 -4.27
H -4.79 1.48 -3.64
H -3.61 3.30 -2.73
H -2.93 2.30 -1.44
H -4.71 2.56 -1.54
H -3.78 -0.29 -1.50
H -4.93 -0.70 -2.60
C 1.84 -3.42 1.79
C 2.65 -2.15 1.75
O 3.71 -2.31 0.82
H 1.30 -3.67 0.89
H 1.09 -3.25 2.57
H 2.41 -4.31 2.03
H 2.96 -1.90 2.80
H 1.96 -1.33 1.48
H 4.40 -1.65 0.93
C 0.17 3.34 -3.02
C 0.80 3.16 -4.37
O 0.12 3.76 -5.48
H 0.84 2.84 -2.28
H -0.80 2.82 -2.93
H -0.01 4.40 -2.79
H 0.99 2.10 -4.47
H 1.80 3.61 -4.27
H 0.53 3.50 -6.30
C -2.33 -4.17 1.84
C -3.09 -4.20 0.56
O -2.16 -4.54 -0.49
H -1.41 -3.61 1.76
H -2.11 -5.20 2.13
H -2.96 -3.77 2.65
H -3.61 -3.24 0.32
H -3.91 -4.93 0.62
H -2.69 -4.81 -1.24
C 0.21 0.01 -0.98
C -0.10 -1.38 -0.51
O -1.38 -1.72 -0.96
H 0.27 0.10 -2.08
H 1.10 0.41 -0.45
H -0.59 0.74 -0.67
H -0.07 -1.35 0.61
H 0.63 -2.10 -0.84
H -1.57 -2.64 -0.76